The following is a quantum chemistry calculation of a cluster of 2 separate species, C10H10Cl4FNO3S in total in a non-equilibrium geometry, from the Open Molecules 2025 dataset.

Each line ends with the Löwdin charge.
Positions of all 30 atoms, in Å:
1 C -0.53908 1.08933 -2.45314  -0.153
2 H -2.20686 -0.49501 0.97811  0.098
3 Cl 2.55850 -3.77990 3.51190  0.523
4 C -0.06757 0.40013 0.47055  -0.214
5 C 2.25460 -3.63730 1.76757  -1.995
6 O 0.94828 2.83525 -3.28284  -0.002
7 H 0.21862 -1.64135 -0.37090  0.035
8 H -0.96478 1.83644 -1.70363  0.143
9 H 1.39997 -0.37876 -1.03302  0.126
10 C -1.40618 0.28010 1.26199  -0.014
11 O -2.16653 -2.23858 -1.02732  -0.296
12 Cl 3.79366 -3.38188 0.91684  0.519
13 F -2.46595 -1.51396 -3.45854  -0.214
14 C -0.51800 2.29407 2.84546  -0.070
15 H -1.24880 1.12484 -3.36832  0.147
16 H -0.69949 3.00415 3.71331  0.084
17 C -1.60752 1.25826 2.45577  -0.052
18 H 1.76255 0.89230 -3.21007  0.135
19 H 2.00220 1.48876 0.26149  0.100
20 S -2.08965 -1.01145 -1.88115  0.797
21 C 0.29732 -0.54706 -0.76352  -0.258
22 O -3.16284 -0.01777 -1.51551  -0.302
23 Cl 1.49049 -5.12756 1.17533  0.527
24 C 0.81866 2.43110 2.07204  -0.055
25 Cl 1.17545 -2.25768 1.46485  0.626
26 C 1.03019 1.45032 0.87689  -0.026
27 H 1.63829 3.18957 2.29286  0.090
28 N -0.52310 -0.33149 -1.99489  -0.245
29 C 0.88628 1.59861 -3.01934  -0.153
30 H -2.60870 1.18651 3.01721  0.097

The highest occupied orbital energy comes out at -9.28 eV. The value obtained for the HOMO-LUMO gap is 9.150 eV. For the electronic energy, the calculation gives -3006.1111 hartree. Its energy above the lowest of the compared OMol25 structures with the same formula, charge and spin is 91.9 kcal/mol. The value obtained for the strongest force on any atom is 0.0984 hartree/bohr. Its SMILES is O=CCN(Cc1ccccc1)S(=O)(=O)F.ClC(Cl)(Cl)Cl. The charge is 0. The calculation puts the lowest unoccupied orbital energy at -0.0048 hartree.

The following is a quantum chemistry calculation of an isolated molecule of C10H10ClN3S in a non-equilibrium geometry, from the Open Molecules 2025 dataset.

Each line ends with the Löwdin charge.
Positions of all 25 atoms, in Å:
1 H 1.72636 0.97705 3.22500  0.084
2 H -1.56580 0.91316 3.46420  0.083
3 S -2.19723 0.07754 1.36302  0.978
4 C -0.60960 -0.25901 -3.54799  -0.027
5 N -0.02616 0.64416 -0.13798  0.137
6 C -1.23809 0.16875 -0.06880  -0.652
7 N -1.73049 -0.26460 -1.27348  0.111
8 C -0.96982 0.67718 2.58176  -0.414
9 C 0.33495 0.52953 -1.44843  -0.296
10 H 1.58427 0.38740 1.57018  0.059
11 H -1.24877 -1.84238 3.50135  0.055
12 C 0.61231 0.12295 -4.08677  -0.665
13 C -0.22510 -1.54643 3.33954  0.029
14 C 0.08944 -0.34438 2.88228  -0.442
15 C 1.61321 0.67769 -3.28450  -0.178
16 N 1.48901 0.88207 -1.98924  0.138
17 H -0.54241 1.58388 2.15949  0.077
18 C -0.73856 -0.04604 -2.19122  -0.183
19 H 2.20002 -0.68625 2.84540  0.077
20 Cl 0.89903 -0.09177 -5.77558  0.666
21 H -2.64216 -0.66042 -1.43079  0.156
22 H 0.52719 -2.28333 3.55881  0.061
23 C 1.49011 0.10362 2.61789  -0.068
24 H -1.39069 -0.68901 -4.15570  0.112
25 H 2.55896 0.96865 -3.71844  0.104

The highest occupied orbital energy comes out at -8.27 eV. The value obtained for the HOMO-LUMO gap is 8.670 eV. For the electronic energy, the calculation gives -1409.7141 hartree. Its energy above the lowest of the compared OMol25 structures with the same formula, charge and spin is 0.0 kcal/mol. The value obtained for the strongest force on any atom is 0.0230 hartree/bohr. Its SMILES is C=C(C)CSc1nc2ncc(Cl)cc2[nH]1. The charge is 0. The calculation puts the lowest unoccupied orbital energy at 0.0146 hartree.

The following is a quantum chemistry calculation of a structure of composition C10H10CoF6N3O5S3 in a non-equilibrium geometry, from the Open Molecules 2025 dataset.

Each line ends with the Löwdin charge.
Positions of all 38 atoms, in Å:
1 H -0.01619 4.65456 -1.21147  0.091
2 C 1.95609 3.78596 -1.50646  -0.089
3 N -3.43800 -1.87322 -0.97483  0.175
4 F -2.51668 -1.24122 2.00141  0.111
5 C 2.65306 2.63660 -1.77521  -0.103
6 Co 0.33814 -0.56554 -1.63806  0.296
7 C -1.17826 -2.82872 -1.13951  -0.206
8 F -2.24013 0.84642 1.49970  0.129
9 O 1.54868 -2.38713 1.15742  -0.273
10 H -1.70824 -3.75712 -1.39663  0.107
11 N 0.19406 -1.24543 2.87439  -0.302
12 S -0.63866 -0.01178 3.44717  0.584
13 C -2.24798 -0.02760 2.50182  -0.665
14 C 0.55570 3.76965 -1.45130  -0.085
15 S 2.60870 -0.15575 -2.20455  0.631
16 C 2.53854 -0.06779 1.89111  -0.666
17 C 1.94353 1.43845 -2.00094  -0.753
18 O -0.06982 1.27535 3.14991  -0.288
19 F 2.45495 1.11681 1.30074  0.140
20 O 0.28682 -0.34311 0.52029  -0.337
21 S 1.01796 -1.11093 1.52604  0.619
22 H 3.73422 2.61438 -1.78795  0.098
23 O -1.03938 -0.31984 4.78767  -0.293
24 F 3.61111 -0.70462 1.42854  0.126
25 C -0.07249 2.57169 -1.68595  -0.124
26 C -2.12442 -1.67600 -1.23856  -0.513
27 C 0.05012 -2.48100 -1.96487  -0.238
28 F 2.69359 0.10837 3.20393  0.127
29 F -3.24948 0.29984 3.32630  0.117
30 H 2.49231 4.70952 -1.31817  0.099
31 N 0.59581 1.45095 -1.98422  -0.039
32 H -0.90354 -2.91132 -0.08106  0.110
33 H -0.14427 -2.62972 -3.03418  0.049
34 H -3.70813 -2.71013 -0.48986  0.103
35 H 0.89800 -3.10216 -1.67153  0.042
36 H -4.00234 -1.05039 -0.84070  0.110
37 H -1.15213 2.47694 -1.65370  0.112
38 O -1.72123 -0.55501 -1.56673  -0.003

The highest occupied orbital energy (alpha / beta) comes out at -4.74 / -4.68 eV. The value obtained for the HOMO-LUMO gap (alpha / beta) is 7.611 / 7.555 eV. For the electronic energy, the calculation gives -4104.1734 hartree. Its energy above the lowest of the compared OMol25 structures with the same formula, charge and spin is 0.0 kcal/mol. The value obtained for the strongest force on any atom is 0.0265 hartree/bohr. The expectation value of S² is 0.819. The multiplicity is 2. The charge is -1. The calculation puts the lowest unoccupied orbital energy (alpha / beta) at 0.1055 / 0.1058 hartree.

The following is a quantum chemistry calculation of a cluster of 2 separate species, C10H10F8NO8S in total in a non-equilibrium geometry, from the Open Molecules 2025 dataset.

Each line ends with the Löwdin charge.
Positions of all 38 atoms, in Å:
1 F 1.75725 0.80720 2.52679  0.139
2 F -4.05234 -0.84851 3.53639  0.086
3 H 2.95351 -1.50589 -2.01361  0.124
4 H 0.50616 -1.36784 -1.19117  0.103
5 H -0.54729 0.50889 5.17006  0.138
6 O 2.73357 0.47417 -4.36703  -0.108
7 O 0.17081 1.52822 -1.08210  -0.177
8 C 0.44410 0.50942 2.64816  -0.486
9 C -0.16173 0.36688 1.24373  -0.295
10 O -0.25672 2.90265 -2.83747  -0.032
11 C 1.93033 0.06947 -3.20010  -0.253
12 O 4.63633 0.44695 -3.42294  0.054
13 O -1.70613 -0.80586 -4.54107  -0.360
14 C 0.81679 -2.08757 -2.01612  -0.192
15 C 2.10225 -1.47397 -2.79630  -0.108
16 F -1.99461 -1.28791 3.06207  0.103
17 H -2.67411 -1.21492 4.91501  0.167
18 S -0.87399 -0.76197 -3.26786  0.788
19 H 0.17116 1.18478 0.58652  0.111
20 C -2.47798 0.81605 4.15862  -0.431
21 C 0.07696 1.73848 -2.45863  -0.516
22 H 1.08699 -3.10915 -1.58307  0.138
23 H 0.32815 0.92238 -4.57819  0.154
24 C -2.77262 -0.68165 3.96726  -0.303
25 C -1.01976 1.21724 4.48354  -0.048
26 F 0.21466 -0.81073 0.67550  0.066
27 O -0.13143 1.56296 3.40134  0.033
28 N 3.99508 -0.03926 -4.30472  -0.047
29 C 0.42619 0.54123 -3.50063  -0.143
30 F -3.24444 1.23865 5.21389  0.086
31 H 2.28549 0.67943 -2.28716  0.156
32 O -1.82450 -0.48311 -2.14303  -0.298
33 F 0.38974 -0.62151 3.38678  0.112
34 H -1.09489 2.14811 5.05368  0.143
35 H 2.44800 -2.15234 -3.64873  0.125
36 O -0.23413 -2.30034 -3.02319  -0.258
37 F -2.89161 1.54543 3.09859  0.130
38 F -1.51142 0.38090 1.24615  0.098

The highest occupied orbital energy comes out at -5.35 eV. The value obtained for the HOMO-LUMO gap is 7.232 eV. For the electronic energy, the calculation gives -2240.7172 hartree. The value obtained for the strongest force on any atom is 0.1439 hartree/bohr. The charge is -1. The calculation puts the lowest unoccupied orbital energy at 0.0692 hartree.